No. 1
{
  "formula": "H3INOP",
  "method": "the ωB97M-V functional and the def2-TZVPD basis",
  "elements": ["N", "O", "P", "I", "H", "H", "H"],
  "coordinates": [[-0.597233, 0.043764, -0.979543], [-0.503931, -0.802007, 1.373233], [0.127397, 0.400139, 0.468925], [2.436267, -0.428642, -0.121095], [0.171253, 0.521758, -1.583181], [-1.675913, 1.184260, -1.310684], [0.042160, -0.919272, 2.152345]],
  "atomic_forces_ev_per_a": [[3.3, 1.7, 1.0], [0.3, 0.9, 0.0], [-1.0, -2.6, -2.0], [0.5, 0.1, 0.5], [-1.9, -0.8, 0.4], [-1.2, 0.9, -0.5], [0.0, -0.2, 0.6]],
  "gap_ev": [6.12, 6.79],
  "de_lowest_kcal_mol": 39.4,
  "homo_ev": [-6.445, -10.079],
  "multiplicity": 3,
  "s2": 2.021,
  "e_lumo_ev": [-0.33, -3.29]
}


No. 2
{
  "formula": "H3N",
  "method": "the ωB97M-V functional and the def2-TZVPD basis",
  "elements": ["N", "H", "H", "H"],
  "coordinates": [[-0.090767, -0.086457, -0.340782], [0.089389, 0.772222, 0.009153], [-0.883711, -0.289040, 0.225864], [0.885089, -0.396726, 0.105766]],
  "atomic_forces_ev_per_a": [[3.3, -2.6, -0.2], [0.2, 4.7, 0.5], [-0.4, -1.3, 0.8], [-3.0, -0.8, -1.0]],
  "gap_ev": 11.92,
  "de_lowest_kcal_mol": 16.1,
  "homo_ev": -10.662,
  "e_lumo_ev": 1.25,
  "smiles": "N"
}